No. 1
# C6H11NO2

A 2-piece molecular cluster, C6H11NO2 overall (ωB97M-V/def2-TZVPD, OMol25).

```
20
Properties=species:S:1:pos:R:3:forces:R:3
H -0.84861 2.05008 1.09227 0.77 -0.63 0.01
N -0.96523 1.85647 0.10132 -1.00 1.68 -0.73
C -0.92817 0.71362 -0.34303 -0.13 -2.71 3.53
C -1.63508 0.13992 -1.50829 0.86 0.08 -0.82
C -0.47517 -0.55313 0.95423 -3.68 1.85 -0.82
C -0.78591 -2.00092 0.65728 1.12 -0.20 -0.10
O -0.55281 -0.10143 2.07135 1.12 -0.20 -0.44
H -1.64449 0.89269 -2.29649 -0.27 -0.04 -0.05
H -1.09882 -0.72542 -1.88365 -0.05 -0.10 -0.08
H -2.64556 -0.16284 -1.23649 -0.01 0.21 0.13
H -0.53411 -2.62475 1.51511 0.01 0.02 0.00
H -1.84758 -2.12752 0.44518 -0.03 0.31 -0.02
H -0.22222 -2.32474 -0.21652 -0.08 -0.16 -0.07
C 2.17195 1.24019 0.43161 -0.65 0.14 0.36
C 1.70908 -0.01821 -0.24004 0.95 0.49 -3.72
O 1.10863 -0.03682 -1.33683 1.61 -0.15 2.59
H 2.46835 1.05379 1.46291 0.07 -0.01 -0.04
H 1.42381 2.03033 0.40371 -0.06 -0.10 -0.06
H 3.02490 1.61838 -0.13581 0.12 -0.23 -0.02
H 2.27705 -0.91968 0.06218 -0.68 -0.25 0.35
```
Forces are in eV/Å.

Output
HOMO energy: -8.4 eV
structure (SMILES): [H]/N=C(/C)C(C)=O.CC=O
orbital gap: 8.25 eV



No. 2
# CHINO2

A 2-piece molecular cluster, CHINO2 overall (ωB97M-V/def2-TZVPD, OMol25).

```
6
Properties=species:S:1:pos:R:3:forces:R:3
C 1.05293 -0.40337 -2.01973 0.47 0.18 0.00
N -0.36939 -1.18093 0.97775 0.71 -0.05 0.03
O 0.45061 0.56568 -2.17892 -0.60 0.48 -0.11
O 1.74396 -1.32286 -1.91508 0.15 -0.62 0.05
I -2.39874 -0.93967 0.79023 -0.14 0.07 -0.24
H 0.01430 -1.04338 0.02678 -0.59 -0.06 0.27
```
Forces are in eV/Å.

Output
charge: -1
HOMO energy: -2.0 eV
orbital gap: 5.26 eV



No. 3
# CH4S3

A 2-piece molecular cluster, CH4S3 overall (ωB97M-V/def2-TZVPD, OMol25).

```
8
Properties=species:S:1:pos:R:3:forces:R:3
C 1.24767 0.72359 1.22285 0.27 3.81 -3.14
S -1.35398 -2.02380 -1.23674 -0.48 -0.57 -0.83
S -0.19064 0.88875 -0.99171 1.44 0.30 1.63
S -1.84311 -0.14106 -0.70442 -0.19 1.06 1.23
H 1.36354 1.88939 1.23340 -0.01 -2.75 0.13
H 2.02061 0.04871 0.96905 1.11 0.04 -0.84
H 0.67152 0.25366 1.90559 -2.49 -0.83 2.13
H -1.91560 -1.63923 -2.39802 0.34 -1.06 -0.31
```
Forces are in eV/Å.

Output
HOMO energy (alpha / beta): -8.6 / -8.5 eV
orbital gap (alpha / beta): 7.49 / 8.03 eV



No. 4
# C33H39CrN5O

C33H39CrN5O as an isolated structure (ωB97M-V/def2-TZVPD, OMol25).

```
79
Properties=species:S:1:pos:R:3:forces:R:3
Cr 0.07295 -0.04706 0.65167 -0.33 0.01 0.27
O 1.62952 -0.70817 4.31832 -0.04 0.04 -0.03
C 1.32881 -0.30532 3.21149 0.12 -0.09 0.05
N 0.23301 -0.63567 2.49367 0.09 0.05 -0.22
C -0.67865 -1.60372 3.05230 -0.06 -0.04 0.07
C -1.63865 -2.00773 1.97423 -0.06 -0.05 0.03
C -2.65092 -2.93541 2.17587 0.03 0.03 -0.03
C -3.51082 -3.23048 1.13592 0.00 0.00 0.00
C -3.35056 -2.58862 -0.08706 0.04 0.04 -0.02
C -2.32491 -1.68060 -0.22151 -0.05 -0.04 0.01
N -1.48269 -1.40250 0.78514 0.04 0.08 -0.08
C 2.21617 0.64538 2.44551 0.10 0.08 0.06
C 3.35206 1.18823 3.01009 -0.03 -0.01 -0.04
C 4.10986 2.06695 2.25068 0.00 0.00 0.00
C 3.70485 2.37106 0.95958 -0.05 -0.03 -0.02
C 2.55656 1.78049 0.46207 0.08 0.03 0.00
N 1.83186 0.93050 1.19088 -0.12 -0.02 0.00
H -1.23655 -1.19164 3.90211 0.01 -0.01 0.00
H -0.14470 -2.47989 3.43557 0.00 0.02 0.00
H -2.75568 -3.41074 3.14145 0.01 0.00 0.01
H -4.30561 -3.95080 1.27496 -0.01 -0.01 0.00
H -4.00921 -2.78729 -0.91970 0.00 0.00 0.00
H -2.14655 -1.14201 -1.14033 -0.01 0.00 -0.03
H 3.61006 0.91151 4.02244 -0.01 0.00 0.01
H 5.00519 2.51357 2.66148 0.00 0.00 0.00
H 4.26500 3.05557 0.33936 0.00 0.00 0.00
H 2.19892 1.98766 -0.53756 0.01 0.02 0.01
C 3.38263 -1.85204 0.17329 0.02 0.02 0.03
C 1.95740 -2.20933 -0.23636 -0.05 -0.06 0.00
C 1.56887 -3.61165 0.24112 -0.01 0.05 0.01
C 1.70775 -2.03943 -1.72214 -0.01 0.01 -0.08
C 2.39672 -2.90336 -2.56298 -0.01 0.02 0.04
C 2.20443 -2.87177 -3.92934 -0.01 0.00 -0.01
C 1.25026 -2.01932 -4.44588 0.01 0.01 0.02
C 0.51628 -1.13403 -3.65557 0.04 0.01 0.02
C -0.59821 -0.41529 -4.43455 -0.04 -0.02 0.03
C -1.92737 -0.21100 -3.70881 -0.02 0.03 -0.02
C -0.16186 0.83499 -5.20991 0.01 0.01 -0.04
C 0.82650 -1.08887 -2.27481 0.09 -0.11 -0.08
N 0.28789 -0.10071 -1.39954 0.02 0.13 0.06
C 0.07671 1.11212 -1.84534 -0.02 -0.02 0.03
C -0.52304 2.05623 -1.00532 -0.05 0.06 -0.09
C -0.92439 3.37591 -1.21864 0.09 0.00 0.05
C -1.50958 3.79579 -0.03227 -0.09 -0.05 -0.04
C -1.46206 2.72297 0.87444 0.08 0.02 0.07
N -0.86659 1.66346 0.28599 0.08 -0.14 -0.05
C -1.94852 2.72873 2.30393 0.03 0.05 0.02
C -0.73527 2.77081 3.24527 -0.01 -0.04 0.01
C -2.78262 1.47844 2.58720 -0.03 -0.02 -0.01
C -2.81272 3.96539 2.55825 0.01 0.01 -0.01
H 3.50241 -1.93204 1.25554 0.01 0.01 0.00
H 3.64884 -0.84164 -0.13891 0.00 0.00 0.00
H 4.09227 -2.53840 -0.28950 -0.01 -0.01 -0.01
H 1.28893 -1.55258 0.33732 0.11 -0.03 -0.01
H 2.20958 -4.36988 -0.20786 0.01 0.00 0.00
H 0.53730 -3.84320 -0.02915 0.00 -0.01 0.01
H 1.67655 -3.68319 1.32491 0.00 -0.01 0.01
H 3.09409 -3.61305 -2.13731 0.01 -0.01 0.00
H 2.75607 -3.53625 -4.58006 0.00 -0.01 0.00
H 1.03665 -2.05224 -5.50761 0.00 0.00 -0.01
H -0.83089 -1.14297 -5.21575 0.00 -0.01 0.02
H -1.91681 0.58098 -2.95958 -0.02 -0.02 -0.01
H -2.24960 -1.14131 -3.23931 -0.01 -0.01 0.01
H -2.68938 0.06215 -4.44022 0.00 0.00 0.00
H -0.12731 1.74399 -4.60841 0.00 0.00 0.03
H -0.87755 1.02750 -6.01025 0.00 0.00 -0.01
H 0.81816 0.69249 -5.66563 0.00 0.00 0.00
H 0.37153 1.38764 -2.84977 0.01 0.00 0.00
H -0.81012 3.93735 -2.13237 0.00 0.01 -0.01
H -1.95091 4.75749 0.16248 -0.01 0.02 -0.02
H -0.13278 1.86844 3.14444 -0.01 0.03 0.00
H -1.06689 2.83689 4.28303 -0.01 0.00 0.00
H -0.10584 3.63579 3.03084 0.00 0.02 0.00
H -2.18716 0.57679 2.46285 0.02 -0.05 -0.01
H -3.64198 1.41886 1.91643 0.00 0.00 0.00
H -3.14983 1.50108 3.61446 0.00 0.00 0.01
H -2.23922 4.88590 2.44525 0.01 0.01 -0.01
H -3.19379 3.93975 3.57948 0.00 -0.01 0.01
H -3.66483 4.00233 1.87805 -0.01 0.00 0.00
```
Forces are in eV/Å.

Output
charge: +1
spin multiplicity: 4
HOMO energy (alpha / beta): -10.4 / -10.5 eV
expectation value of S²: 3.7810
orbital gap (alpha / beta): 7.06 / 7.37 eV



No. 5
# C24H19BrIrN2S4

C24H19BrIrN2S4 as an isolated structure (ωB97M-V/def2-TZVPD, OMol25).

```
51
Properties=species:S:1:pos:R:3:forces:R:3
Ir -0.09855 0.17741 0.49525 1.31 1.57 -1.66
S -1.03002 1.96848 1.85337 -0.18 -0.86 -0.69
C 0.22524 2.38788 2.98705 0.11 -0.15 -0.05
C -0.05618 3.38001 3.93390 0.05 -0.01 0.03
C 0.87105 3.72709 4.89788 -0.07 0.00 -0.08
C 2.10797 3.09331 4.95186 0.10 -0.06 -0.01
C 2.41265 2.12756 4.01187 0.12 -0.01 0.08
C 1.48489 1.79402 3.02968 0.00 -0.11 0.07
S 2.01757 0.61737 1.79832 -1.79 -0.26 -0.55
C 2.79116 1.77129 0.60535 0.06 -0.26 0.04
C 2.17373 1.82294 -0.75539 0.24 0.12 -0.02
C 2.98444 2.11259 -1.84330 -0.07 0.11 -0.08
C 2.41640 2.21717 -3.09914 -0.03 -0.04 0.08
C 1.04952 2.03682 -3.22637 0.00 0.13 0.05
C 0.30174 1.74345 -2.10048 -0.03 0.03 -0.26
C -1.17641 1.58958 -2.20641 -0.34 -0.22 0.16
S -1.91974 0.19812 -1.28658 1.39 -0.22 1.43
C -1.56410 -1.31660 -2.14887 -0.17 -0.04 -0.07
C -2.63793 -1.88953 -2.82791 -0.09 0.11 -0.08
C -2.50546 -3.12731 -3.42704 -0.06 -0.05 -0.06
C -1.28829 -3.79532 -3.34891 0.04 0.07 0.02
C -0.22266 -3.22882 -2.67364 -0.05 0.10 -0.01
C -0.34306 -1.98413 -2.04295 0.02 -0.07 -0.03
S 1.03566 -1.36830 -1.17151 -0.34 0.61 1.13
N 0.86101 1.63491 -0.88903 -0.53 -1.15 0.87
H -1.02527 3.86055 3.89783 0.01 0.02 0.05
H 0.62807 4.49565 5.61955 -0.02 -0.01 0.01
H 2.82651 3.34570 5.71892 0.00 0.02 -0.01
H 3.37372 1.62710 4.02960 -0.01 0.00 0.03
H 3.83224 1.46512 0.52192 0.03 0.10 0.01
H 2.74806 2.75794 1.06595 0.02 0.00 0.04
H 4.04701 2.25072 -1.70119 0.00 -0.02 0.02
H 3.02626 2.42643 -3.96727 0.01 0.00 0.01
H 0.56451 2.12368 -4.18827 -0.02 -0.04 0.01
H -1.50144 1.52451 -3.24178 -0.03 0.04 -0.01
H -1.66943 2.43824 -1.72501 0.04 0.10 -0.11
H -3.57692 -1.35129 -2.88265 -0.02 -0.05 0.03
H -3.34281 -3.57234 -3.94650 0.00 0.02 0.01
H -1.17434 -4.76907 -3.80695 0.00 0.01 -0.01
H 0.72903 -3.73959 -2.60624 -0.03 -0.07 0.01
Br -3.06144 -5.51310 0.22355 0.11 0.21 0.05
C -2.24217 -3.90760 0.76675 0.00 -0.07 -0.09
C -0.87852 -3.86638 1.01526 -0.15 -0.11 0.11
C -0.31232 -2.65469 1.35200 0.04 -0.02 0.28
N -1.02509 -1.52143 1.45526 0.43 0.49 -0.98
C -2.35462 -1.59338 1.28099 -0.19 0.05 0.27
C -3.00219 -2.75589 0.92470 -0.01 -0.10 0.15
H -0.26503 -4.75050 0.92515 0.02 0.01 0.02
H 0.74687 -2.57397 1.54753 0.01 0.02 -0.14
H -2.91120 -0.67855 1.44099 0.09 0.07 -0.13
H -4.07012 -2.75784 0.76292 0.00 0.00 0.04
```
Forces are in eV/Å.

Output
charge: +1
HOMO energy: -10.2 eV
orbital gap: 6.65 eV



No. 6
# C5H14I2N3

An isolated ion of composition C5H14I2N3 and charge +1 (ωB97M-V/def2-TZVPD, OMol25).

```
24
Properties=species:S:1:pos:R:3:forces:R:3
C -0.66432 -0.02308 -1.56284 -0.57 -3.20 1.46
C -1.64439 3.82587 -0.70292 1.10 0.91 2.20
C 1.08705 -2.19692 2.07536 -0.73 0.94 0.49
C 1.00531 -2.43637 -0.33474 2.78 -0.73 -0.17
C -0.32608 -0.69718 0.87906 -0.09 -0.64 0.08
N -0.87157 -0.02580 -0.10050 -1.58 0.90 0.76
N -1.50347 2.74013 0.31861 -0.10 0.74 -0.72
N 0.58332 -1.66774 0.76629 -0.47 0.18 3.23
I -3.80896 -1.35877 -0.37559 -0.14 -0.15 0.19
I -2.74053 1.17875 0.43496 1.39 -0.31 -0.42
H 0.14999 -0.71424 -1.76133 -0.19 -0.17 -0.34
H -1.59405 -0.34130 -2.09404 0.79 0.44 0.42
H -0.28745 0.89744 -1.75890 0.61 2.97 -1.13
H -0.61147 4.20596 -0.75463 -0.23 -0.33 -1.17
H -2.15667 3.66090 -1.63146 -0.03 -0.43 -0.25
H -2.07189 4.64629 -0.11598 -0.79 0.09 -0.73
H 1.58795 -1.43666 2.64084 0.41 0.65 0.06
H 0.32860 -2.57597 2.76155 -0.50 -0.07 -0.50
H 1.78194 -2.97408 1.92818 0.73 -0.80 -0.44
H 0.25743 -2.74635 -0.95004 -2.45 -0.48 -1.82
H 1.79411 -1.96797 -0.92263 0.02 0.22 -0.05
H 1.44099 -3.38587 0.01891 -0.16 0.55 0.03
H -0.64202 -0.52663 1.96981 0.35 0.14 -1.90
H -1.11650 3.29927 1.07805 -0.14 -1.42 0.72
```
Forces are in eV/Å.

Output
charge: +1
HOMO energy (alpha / beta): -12.1 / -12.1 eV
orbital gap (alpha / beta): 6.47 / 6.47 eV



No. 7
# C16H24O6S

C16H24O6S in the gas phase (ωB97M-V/def2-TZVPD, OMol25).

```
47
Properties=species:S:1:pos:R:3:forces:R:3
C 2.79253 -4.65221 0.24982 -0.56 1.34 -0.14
C 1.36634 -3.88358 0.30209 -2.50 1.74 -0.14
C 0.25625 -4.17773 1.34474 -0.76 2.77 -2.69
C -1.08713 -3.36267 1.28654 2.89 0.64 -2.10
C -1.30823 -2.22904 0.21650 3.03 -1.93 0.30
C -0.20330 -1.90837 -0.81914 0.39 -2.76 2.09
C -0.31005 -0.73250 -1.93341 0.54 -1.22 0.79
C 0.26603 0.59953 -1.21675 -0.06 -0.26 -0.05
C 1.85000 0.64172 -1.49747 -0.18 -1.96 1.25
O 2.26771 1.47159 -2.61390 -0.97 1.00 1.64
S 2.25456 3.11746 -2.26984 0.52 1.62 2.14
O 2.27196 3.39180 -0.78127 -0.26 -1.38 -3.34
O 0.75008 3.67895 -2.78928 0.66 -2.21 -0.23
C -0.21781 2.61101 -2.97843 -2.14 -0.06 0.44
C -0.53935 1.94350 -1.55157 -0.28 0.14 0.17
C -2.15217 1.78236 -1.34041 0.47 -0.32 0.57
O -2.55451 2.57176 -0.17338 0.71 -1.33 -0.05
C -2.53748 1.77539 1.02964 -1.35 -0.72 1.01
O -2.06226 2.49148 2.18552 0.71 -1.37 -1.47
C -0.70193 2.14400 2.53187 1.04 1.00 1.31
C -0.57589 1.32439 3.92580 0.12 0.61 -0.75
O 0.83134 1.04108 4.17056 -0.46 0.43 -0.93
C 1.11023 -2.76579 -0.73621 -1.97 -0.42 1.81
H 3.41251 -4.12438 -0.57271 -0.98 -0.99 1.31
H 3.36210 -4.49108 1.24229 -1.02 -0.52 -1.56
H 2.68359 -5.75479 -0.02280 0.11 1.54 0.56
H 0.42850 -4.97510 2.14119 -0.40 1.28 -1.26
H -1.89540 -3.58962 2.07144 1.38 0.46 -1.47
H -2.28713 -1.63859 0.23247 1.57 -1.01 -0.08
H 0.35354 -1.09982 -2.80766 -1.00 0.89 1.34
H -1.36200 -0.62321 -2.35944 1.32 -0.20 0.85
H 0.14655 0.42028 -0.07897 0.21 0.30 -1.86
H 2.44362 0.84092 -0.52403 -0.95 0.25 -1.76
H 2.14517 -0.43919 -1.78760 -0.32 1.97 0.29
H 0.03888 1.87207 -3.81266 0.07 1.00 1.28
H -1.19493 3.13184 -3.31795 1.77 -0.59 0.50
H -0.22927 2.72326 -0.75392 -0.53 -1.17 -1.42
H -2.75517 2.12811 -2.24574 0.89 -0.25 1.31
H -2.46461 0.70576 -1.11845 0.56 1.28 -0.56
H -1.94491 0.80043 0.95589 -0.55 1.32 -0.36
H -3.63737 1.47591 1.24147 1.67 0.61 -0.17
H -0.10961 1.62076 1.70587 -1.06 0.48 0.90
H -0.15367 3.14633 2.72624 -0.79 -1.59 -0.36
H -0.92418 2.03086 4.76200 0.28 -1.31 -1.18
H -1.13179 0.32700 3.91710 0.45 1.48 -0.02
H 1.34220 1.18190 3.34061 -0.63 -0.17 0.86
H 1.96648 -2.54379 -1.47666 -1.61 -0.44 1.22
```
Forces are in eV/Å.

Output
HOMO energy: -8.9 eV
orbital gap: 9.31 eV